# 1
CH58N2NbO26S | ωB97M-V with the def2-TZVPD basis set

Output
- LUMO level (eV) = 0.9
- maximum force (eV/Å) = 3.3
- molecular weight (g mol⁻¹) = 639.44
- multiplicity = 1
- orbital gap (eV) = 5.40
- charge = -1

Each line ends with the Löwdin charge.
Cartesian coordinates (Å):
N (2.6384, 1.0665, -1.8735)  -0.2659
Nb (1.0508, 2.4044, -1.6033)  1.2034
N (-0.3971, 0.8278, -1.9482)  -0.1528
C (-1.4697, 1.2445, -1.6755)  -1.0134
S (-2.9399, 1.2679, -0.9967)  0.5709
H (2.3433, 0.1035, -1.7274)  -0.0622
H (3.4286, 1.2504, -1.2642)  -0.0402
H (1.0472, 2.7175, -3.4278)  -0.1303
H (-0.2978, 3.6411, -1.4565)  -0.1386
H (0.9828, 2.2058, 0.2112)  -0.1334
H (2.1861, 3.7702, -1.3821)  -0.1271
O (4.2282, 4.5286, -2.5635)  -0.1065
H (5.0208, 4.0226, -2.7650)  0.0193
H (4.4254, 5.4059, -2.9021)  0.0226
O (1.4801, 2.1867, 2.5546)  -0.1209
H (0.5476, 1.9572, 2.5418)  0.0166
H (1.8128, 1.8144, 3.3833)  0.0010
O (-0.0793, 4.8885, -4.1839)  -0.1366
H (-0.5748, 4.7420, -4.9999)  -0.0063
H (0.1227, 5.8287, -4.1853)  0.0232
O (3.3944, 1.9047, -5.2339)  -0.1105
H (2.7011, 2.5738, -5.2409)  -0.0005
H (3.3398, 1.5657, -4.3310)  -0.0198
O (0.9387, 0.9541, 5.1759)  -0.0497
H (0.0049, 0.7203, 5.1738)  0.0607
H (1.2750, 0.5892, 6.0018)  0.0353
O (-2.5440, -1.0903, -3.7937)  -0.0672
H (-2.5466, -0.4874, -3.0376)  -0.0319
H (-1.9074, -0.6873, -4.3919)  0.0505
O (1.0181, -2.0382, -1.8781)  -0.0729
H (0.3371, -1.3537, -1.9125)  -0.0052
H (0.9658, -2.3698, -0.9743)  -0.0037
O (0.9337, -3.8671, 0.6110)  -0.0386
H (1.8640, -4.0044, 0.4010)  0.0647
H (0.4572, -4.3465, -0.0781)  0.0580
O (0.0053, -6.2849, 2.0112)  -0.0561
H (0.3700, -5.3893, 1.9430)  0.0152
H (0.0581, -6.5120, 2.9484)  0.0010
O (2.1526, -1.7092, 3.8833)  -0.0604
H (2.6813, -2.1449, 4.5632)  -0.0024
H (1.7640, -0.9463, 4.3275)  -0.0088
O (0.8726, 6.1981, -0.2934)  -0.1117
H (1.3958, 5.7411, 0.3730)  0.0176
H (0.4732, 6.9474, 0.1577)  -0.0064
O (-1.5611, 7.6621, -0.3862)  -0.0575
H (-2.0209, 7.1905, 0.3138)  0.0415
H (-1.9091, 7.2792, -1.1972)  0.0465
O (-3.7046, 3.3446, -3.8651)  -0.0762
H (-4.6402, 3.1227, -3.9065)  0.0372
H (-3.4151, 2.9753, -3.0168)  -0.0267
O (0.2260, -8.1301, -0.4842)  -0.0577
H (0.1978, -7.6004, 0.3251)  0.0010
H (0.8255, -7.6613, -1.0700)  0.0437
O (3.3563, -4.0384, 5.4936)  -0.0560
H (2.8865, -4.4855, 6.2084)  0.0105
H (2.9410, -4.3775, 4.6948)  0.0359
O (-2.7417, -7.9834, 0.2565)  -0.0465
H (-1.8023, -8.1115, 0.0736)  0.0015
H (-3.1923, -8.5558, -0.3698)  0.0465
O (-4.5769, 2.8753, -6.6434)  -0.0680
H (-4.0274, 2.2756, -7.1539)  0.0338
H (-3.9500, 3.3557, -6.0870)  -0.0060
O (6.7792, 5.5032, -1.6505)  -0.0564
H (7.6901, 5.8105, -1.6353)  0.0310
H (6.4866, 5.5362, -0.7341)  0.0452
O (4.1518, 3.6123, 3.0935)  -0.0611
H (3.2207, 3.3494, 3.0685)  -0.0004
H (4.4809, 3.2554, 3.9220)  0.0196
O (-0.6315, -7.0854, 4.7789)  -0.0380
H (-1.5675, -7.3037, 4.7085)  0.0667
H (-0.3267, -7.5722, 5.5518)  0.0543
O (-4.4902, -6.8224, 2.5177)  -0.0663
H (-3.9178, -7.3516, 1.9466)  -0.0073
H (-3.8875, -6.2371, 2.9821)  0.0195
O (0.9755, -5.4059, 6.7552)  -0.0448
H (0.5139, -5.8506, 7.4706)  0.0434
H (0.5644, -5.7338, 5.9439)  0.0127
O (-5.5699, -1.0473, -3.2494)  -0.0569
H (-5.9413, -1.4827, -4.0217)  0.0468
H (-4.6126, -1.1053, -3.3859)  0.0079
O (-6.7427, -2.6847, -1.0261)  -0.0783
H (-6.1076, -3.0817, -0.4247)  0.0248
H (-6.2006, -2.2351, -1.6923)  -0.0103
O (-2.2681, 5.6477, -5.9318)  -0.0470
H (-2.4708, 5.9436, -6.8241)  0.0434
H (-3.1177, 5.5893, -5.4814)  0.0366
O (1.4704, 2.2711, 7.7772)  -0.0485
H (2.2901, 2.6852, 8.0618)  0.0397
H (0.7770, 2.8214, 8.1514)  0.0400

# 2
CH5BN2O4 | ωB97M-V with the def2-TZVPD basis set

Output
- LUMO level (eV) = 0.3
- maximum force (eV/Å) = 2.2
- molecular weight (g mol⁻¹) = 119.87
- energy above the lowest of the compared OMol25 structures with the same formula, charge and spin (kJ/mol) = 109.8
- multiplicity = 1
- orbital gap (eV) = 10.92
- SMILES = [H]/N=C1/NO1.OB(O)O

Each line ends with the natural charge from an NBO analysis.
Cartesian coordinates (Å):
H (-0.6005, 3.5012, -0.1834)  0.3757
N (-0.3656, 2.9920, -1.0261)  -0.6860
C (0.5376, 2.1716, -0.9568)  0.6663
N (1.2866, 1.2851, -1.6753)  -0.3432
O (1.4706, 1.5395, -0.2358)  -0.3569
H (0.8311, 0.3810, -1.8196)  0.3446
O (-1.0932, -2.5180, 1.6978)  -0.9070
B (-0.4561, -1.6931, 0.8263)  1.2347
O (0.6415, -2.1302, 0.1589)  -0.9045
O (-0.9434, -0.4339, 0.6239)  -0.9143
H (-0.6922, -3.3786, 1.7802)  0.4988
H (1.0944, -1.4642, -0.3565)  0.4922
H (-1.7109, -0.2525, 1.1663)  0.4998

# 3
CH5BO | ωB97M-V with the def2-TZVPD basis set

Output
- LUMO level (eV) = 0.5
- maximum force (eV/Å) = 3.9
- molecular weight (g mol⁻¹) = 43.86
- energy above the lowest of the compared OMol25 structures with the same formula, charge and spin (kJ/mol) = 303.8
- multiplicity = 1
- orbital gap (eV) = 10.71

Each line ends with the natural charge from an NBO analysis.
Cartesian coordinates (Å):
B (-0.2081, 0.8347, 0.1764)  0.1905
C (-0.2866, -0.7257, 0.1876)  -0.3206
O (1.1396, -0.1446, 0.0802)  -0.6263
H (-0.2292, 1.5508, -0.6567)  -0.0742
H (-0.4214, 1.3142, 1.1946)  -0.0640
H (-0.5772, -1.3842, -0.6521)  0.1947
H (-0.3535, -1.0649, 1.1332)  0.1938
H (1.3909, -0.3145, -0.8934)  0.5061

# 4
CH5BO | ωB97M-V with the def2-TZVPD basis set

Output
- LUMO level (eV) = 0.9
- maximum force (eV/Å) = 5.3
- molecular weight (g mol⁻¹) = 43.86
- energy above the lowest of the compared OMol25 structures with the same formula, charge and spin (kJ/mol) = 332.5
- multiplicity = 1
- orbital gap (eV) = 10.23

Each line ends with the natural charge from an NBO analysis.
Cartesian coordinates (Å):
B (-1.3425, -0.0384, -0.0140)  0.7234
C (1.0256, -0.2673, -0.1188)  -0.2775
O (-0.3335, -0.6931, -0.4037)  -0.7205
H (-0.8707, 1.2954, 1.1657)  -0.2683
H (-2.5422, -0.1584, -0.3376)  -0.0824
H (0.9756, 0.4627, 0.8030)  0.2237
H (1.1993, 0.4033, -0.9569)  0.1890
H (1.8885, -1.0042, -0.1379)  0.2126

# 5
CH5BO | ωB97M-V with the def2-TZVPD basis set

Output
- LUMO level (eV) = 0.8
- maximum force (eV/Å) = 4.9
- molecular weight (g mol⁻¹) = 43.86
- energy above the lowest of the compared OMol25 structures with the same formula, charge and spin (kJ/mol) = 230.5
- multiplicity = 1
- orbital gap (eV) = 10.97

Each line ends with the natural charge from an NBO analysis.
Cartesian coordinates (Å):
B (1.3980, -0.1964, -0.1051)  0.6382
C (-1.0476, 0.2393, -0.0856)  -0.2509
O (0.3655, 0.5832, -0.0856)  -0.6971
H (1.2036, -1.6412, 0.4576)  -0.1604
H (2.3176, 0.4720, -0.0268)  -0.1072
H (-1.2798, -0.7962, 0.3203)  0.1928
H (-1.4429, 0.4040, -1.0852)  0.1927
H (-1.5144, 0.9352, 0.6104)  0.1917

# 6
CH5BO2S | ωB97M-V with the def2-TZVPD basis set

Output
- LUMO level (eV) = -0.3
- maximum force (eV/Å) = 4.7
- molecular weight (g mol⁻¹) = 91.93
- energy above the lowest of the compared OMol25 structures with the same formula, charge and spin (kJ/mol) = 387.2
- multiplicity = 1
- orbital gap (eV) = 7.49

Each line ends with the natural charge from an NBO analysis.
Cartesian coordinates (Å):
B (-1.2218, 0.2894, 0.7074)  1.3820
C (0.2981, -1.4720, 0.0903)  -0.2421
O (-2.0539, 1.0200, 1.3829)  -0.9153
O (-1.0320, -0.8776, 0.1881)  -0.7267
S (1.3817, 1.9694, -0.0181)  -0.8144
H (0.2811, -2.0304, -0.7341)  0.1941
H (0.5545, -1.9791, 1.0307)  0.1880
H (0.9198, -0.5979, 0.1042)  0.2390
H (-1.8286, 2.0257, 1.5251)  0.5736
H (2.0621, 1.5405, 1.1767)  0.1218

# 7
CH5BS | ωB97M-V with the def2-TZVPD basis set

Output
- LUMO level (eV) = 0.5
- maximum force (eV/Å) = 1.9
- molecular weight (g mol⁻¹) = 59.93
- energy above the lowest of the compared OMol25 structures with the same formula, charge and spin (kJ/mol) = 143.9
- multiplicity = 1
- orbital gap (eV) = 10.53

Each line ends with the natural charge from an NBO analysis.
Cartesian coordinates (Å):
B (0.5275, 0.7973, -0.2794)  -0.0575
C (0.2878, -0.7426, -0.2610)  -0.6797
S (-1.3624, 0.0960, -0.0281)  0.1658
H (0.5488, 1.0243, 0.8686)  -0.0287
H (0.6715, 1.3774, -1.2892)  -0.0093
H (0.4022, -1.1565, 0.7246)  0.2245
H (0.1687, -1.4148, -1.1165)  0.2343
H (-1.2441, 0.0190, 1.3812)  0.1505

# 8
CH5BrSi | ωB97M-V with the def2-TZVPD basis set

Output
- LUMO level (eV) = 0.7
- maximum force (eV/Å) = 2.5
- molecular weight (g mol⁻¹) = 125.04
- energy above the lowest of the compared OMol25 structures with the same formula, charge and spin (kJ/mol) = 20.4
- multiplicity = 1
- orbital gap (eV) = 10.95
- SMILES = C[SiH2]Br

Each line ends with the natural charge from an NBO analysis.
Cartesian coordinates (Å):
C (0.0648, 0.8700, 0.6173)  -1.0998
Si (-0.3767, -0.6962, -0.4705)  1.0404
Br (1.6868, -1.6645, -0.8518)  -0.3829
H (1.0209, 0.6263, 1.2065)  0.2644
H (0.2454, 1.7705, 0.0441)  0.2515
H (-0.7972, 1.3685, 1.1590)  0.2510
H (-0.7865, -0.4076, -1.8055)  -0.1725
H (-1.0576, -1.8669, 0.1008)  -0.1521

Look up the multiplicity of the seventh one.
1